(1)
Below is a structure of composition C49H43As2BrN2O2Re, with properties calculated with wB97M-V/def2-TZVPD.

The total charge is +3. The energy relative to the best compared isomer or geometry (same formula, charge and spin) is 0.0 kJ/mol. As for the lowest unoccupied orbital energy: -8.257 eV. As for the orbital gap: 7.10 eV. Its spin multiplicity is 1. As for the largest force on an atom: 0.3 eV/A.

Atoms and positions in Å:
Re1 -0.278667 0.243602 0.396222
O1 3.513198 -1.335399 -2.074612
C1 2.939557 -1.340509 -3.306076
C2 3.576496 -1.861622 -4.423197
C3 2.928938 -1.874696 -5.647545
C4 1.634893 -1.382301 -5.778445
C5 1.001217 -0.863942 -4.666567
C6 1.638937 -0.833376 -3.423344
C7 0.932009 -0.180805 -2.296093
O2 0.563212 -1.094332 -1.116531
N1 1.709315 0.839957 -1.674991
N2 1.007712 1.519960 -0.692982
C8 1.302981 2.735139 -0.375311
C9 0.783234 3.351539 0.805304
Br1 0.004204 2.095159 2.053977
C10 0.898301 4.641689 1.180916
C11 1.358086 5.740632 0.359628
C12 1.998502 6.811648 0.997935
C13 2.495211 7.865255 0.254816
C14 2.322249 7.881808 -1.124095
C15 1.642664 6.850192 -1.763056
C16 1.161640 5.783385 -1.028707
H1 4.428456 -1.636955 -2.136068
H2 4.583350 -2.252656 -4.333295
H3 3.443348 -2.274024 -6.511693
H4 1.139177 -1.391231 -6.738370
H5 -0.002641 -0.463096 -4.754860
H6 -0.050222 0.175042 -2.618565
H7 2.256502 1.407810 -2.312343
H8 2.020062 3.302924 -0.964634
H9 0.634424 4.890038 2.205134
H10 2.119834 6.802181 2.073881
H11 3.003035 8.681987 0.748096
H12 2.692591 8.718198 -1.701354
H13 1.466820 6.898409 -2.828785
H14 0.562187 5.024295 -1.516758
C17 0.463224 -2.938185 1.723804
C18 0.216922 -3.691077 0.424732
As1 0.138931 -2.842714 -1.326531
C19 1.313580 -3.839157 -2.423316
C20 2.513810 -4.329610 -1.905653
C21 3.291578 -5.165299 -2.687770
C22 2.869612 -5.512091 -3.967004
C23 1.678014 -5.016520 -4.478080
C24 0.892198 -4.172094 -3.710573
C25 -1.608020 -2.888254 -2.061579
C26 -2.284865 -1.741408 -2.459502
C27 -3.579812 -1.853983 -2.943253
C28 -4.180309 -3.102730 -3.034101
C29 -3.494187 -4.246809 -2.644594
C30 -2.202408 -4.146401 -2.153754
As2 -0.836484 -1.524847 2.076192
C31 -2.515305 -2.448719 2.149568
C32 -3.334890 -2.507914 1.026666
C33 -4.516773 -3.232740 1.078562
C34 -4.876213 -3.890239 2.247534
C35 -4.060876 -3.821439 3.369599
C36 -2.876352 -3.101103 3.326319
C37 -0.480521 -0.980435 3.881602
C38 -1.343395 -0.030421 4.429560
C39 -1.144509 0.414919 5.726278
C40 -0.082424 -0.081574 6.473567
C41 0.774294 -1.025185 5.928615
C42 0.577286 -1.481400 4.630075
H15 1.463281 -2.500066 1.748190
H16 0.406506 -3.671139 2.531399
H17 -0.738714 -4.225999 0.455844
H18 0.992054 -4.445179 0.285567
H19 2.853258 -4.063358 -0.912116
H20 4.218906 -5.560109 -2.295386
H21 3.473658 -6.180707 -4.565963
H22 1.355213 -5.292059 -5.472769
H23 -0.039789 -3.791093 -4.108897
H24 -1.832486 -0.764038 -2.369189
H25 -4.118901 -0.965198 -3.243509
H26 -5.189250 -3.187538 -3.415334
H27 -3.963507 -5.217713 -2.725304
H28 -1.670905 -5.045290 -1.858949
H29 -3.076241 -1.960179 0.127539
H30 -5.163354 -3.272344 0.211881
H31 -5.801069 -4.449564 2.289306
H32 -4.349864 -4.324152 4.282397
H33 -2.248376 -3.042515 4.207638
H34 -2.188976 0.342710 3.858104
H35 -1.821285 1.139347 6.159001
H36 0.070852 0.263158 7.487060
H37 1.594530 -1.415681 6.515241
H38 1.252577 -2.225053 4.226483
C43 -1.903939 0.558667 -0.068781
C44 -3.247514 0.925097 -0.409156
C45 -3.485858 1.569910 -1.630238
C46 -4.777126 1.920857 -1.979667
C47 -5.830257 1.631204 -1.118195
C48 -5.594716 0.998447 0.096486
C49 -4.306722 0.644717 0.459027
H39 -2.657371 1.802397 -2.289101
H40 -4.965426 2.427651 -2.916358
H41 -6.838958 1.910184 -1.391727
H42 -6.417390 0.786995 0.765788
H43 -4.119147 0.153766 1.404483

Atomic forces in eV per Å
Re -0.052 0.170 -0.086
O 0.003 0.015 -0.005
C -0.025 -0.009 -0.001
C 0.001 0.017 0.004
C -0.001 0.004 -0.008
C 0.001 0.007 0.012
C -0.012 -0.038 0.012
C 0.015 0.028 0.007
C 0.036 0.062 -0.044
O 0.025 -0.055 0.026
N -0.072 -0.010 -0.019
N 0.016 -0.053 -0.004
C -0.006 0.003 0.001
C 0.004 0.020 -0.004
Br -0.011 -0.054 -0.021
C 0.000 -0.012 0.000
C -0.005 -0.007 0.010
C 0.005 0.009 -0.007
C -0.005 -0.009 0.002
C -0.002 0.001 -0.002
C 0.003 0.002 0.001
C 0.004 0.000 -0.002
H 0.004 -0.009 -0.007
H 0.007 -0.002 0.000
H 0.003 -0.003 -0.003
H -0.004 0.002 -0.009
H -0.002 0.007 -0.004
H 0.026 -0.003 0.017
H 0.025 -0.017 0.014
H 0.001 0.001 -0.002
H -0.001 -0.001 0.006
H 0.001 -0.001 0.007
H 0.004 0.005 0.003
H 0.001 0.002 -0.001
H 0.000 0.001 -0.004
H -0.002 -0.004 -0.002
C 0.051 -0.001 0.046
C -0.074 -0.105 0.014
As 0.031 -0.013 0.018
C 0.034 0.027 -0.084
C 0.016 0.006 0.014
C -0.008 0.016 0.023
C 0.002 -0.009 -0.007
C -0.005 -0.002 0.000
C -0.012 -0.002 0.015
C -0.019 0.052 0.022
C -0.011 0.001 0.025
C 0.011 -0.011 -0.005
C -0.011 -0.005 -0.004
C 0.004 -0.007 0.002
C 0.012 -0.007 0.009
As 0.045 -0.023 -0.029
C -0.019 -0.001 -0.078
C 0.019 0.066 0.015
C -0.013 -0.023 0.005
C -0.004 0.008 -0.031
C 0.027 0.006 0.016
C 0.028 -0.038 0.003
C -0.062 0.008 0.029
C -0.008 -0.002 -0.009
C 0.007 0.001 -0.004
C -0.007 0.005 0.010
C 0.008 -0.015 -0.020
C 0.016 0.023 -0.001
H -0.009 0.001 -0.018
H 0.021 0.015 0.007
H -0.022 0.081 0.023
H -0.009 -0.009 -0.013
H -0.026 0.003 0.018
H 0.004 -0.004 -0.002
H 0.001 -0.001 -0.003
H 0.000 -0.004 -0.004
H 0.007 0.003 0.008
H -0.013 -0.024 -0.001
H -0.001 0.000 -0.002
H -0.002 0.000 -0.004
H -0.001 -0.004 0.002
H -0.010 0.004 0.002
H 0.012 -0.061 -0.009
H -0.005 0.003 -0.008
H -0.005 -0.003 0.001
H -0.001 -0.005 0.003
H -0.007 0.003 -0.001
H 0.013 -0.001 0.003
H -0.002 0.002 0.002
H 0.000 0.002 0.005
H 0.005 -0.003 0.004
H 0.002 -0.006 -0.006
C -0.051 -0.099 0.250
C 0.085 0.065 -0.179
C -0.041 -0.001 0.009
C 0.021 -0.003 0.006
C 0.006 0.003 0.000
C -0.002 0.005 0.002
C -0.014 0.018 0.017
H 0.003 0.000 0.000
H -0.007 0.002 -0.002
H -0.003 -0.002 0.000
H -0.007 0.002 0.000
H 0.010 -0.004 0.007

(2)
Below is a structure of composition C49H44BMgN8PS2 in a non-equilibrium geometry, with properties calculated with wB97M-V/def2-TZVPD.

The energy relative to the best compared isomer or geometry (same formula, charge and spin) is 0.0 kJ/mol. As for the lowest unoccupied orbital energy: 0.108 eV. As for the orbital gap: 7.14 eV. Its spin multiplicity is 1. As for the largest force on an atom: 4.8 eV/A.

Atoms and positions in Å:
Mg1 11.778969 15.369215 10.823440
C1 15.256301 15.493498 15.003736
C2 14.004772 15.211890 14.317542
C3 12.924217 14.428081 14.813703
C4 11.854327 14.524665 13.945424
N1 12.189184 15.364843 12.912670
N2 13.466197 15.869069 13.237937
B1 14.251055 16.731775 12.210486
N3 14.794995 15.721722 11.130035
N4 13.917907 15.116061 10.184850
C5 14.597420 14.828240 9.073152
C6 16.023655 15.065943 9.344456
C7 16.043220 15.675003 10.603263
C8 17.155245 16.318100 11.278022
C9 13.998879 14.440826 7.837031
C10 14.675850 14.723943 6.620244
C11 14.100198 14.426614 5.385249
C12 12.772853 14.030469 5.337964
C13 12.032261 13.881052 6.513306
C14 12.619606 14.022773 7.738281
N5 13.322075 17.850955 11.628216
N6 12.492693 17.501274 10.478234
C15 12.243751 18.628447 9.827439
C16 12.824097 19.764572 10.445677
C17 13.513517 19.254604 11.576945
C18 14.487517 19.984511 12.464187
C19 11.564813 18.639517 8.559519
C20 11.326525 19.819358 7.851996
C21 11.080788 19.804029 6.468589
C22 11.002001 18.621849 5.769707
C23 11.026083 17.392915 6.500337
C24 11.351732 17.432309 7.849729
C25 10.510084 13.968274 14.186326
C26 10.402420 12.910837 15.098462
C27 9.107728 12.357847 15.344670
C28 7.986737 12.899939 14.726843
C29 8.145461 13.951596 13.840692
C30 9.367759 14.518317 13.538215
H1 16.063212 15.247930 14.301664
H2 15.380222 16.467361 15.469709
H3 15.233560 14.770668 15.847992
H4 13.043455 13.825238 15.729840
H5 15.201642 17.250186 12.889304
H6 16.843350 14.863822 8.607863
H7 17.164371 17.458024 11.107621
H8 17.110521 16.012405 12.378500
H9 18.136461 15.901716 10.916414
H10 15.739665 15.224785 6.694981
H11 14.693905 14.489720 4.480409
H12 12.330853 13.841807 4.318768
H13 10.940335 13.708537 6.409578
H14 12.022920 14.029875 8.651278
H15 12.879032 20.725536 9.951081
H16 13.931198 20.754173 13.058898
H17 15.060402 19.370719 13.162303
H18 15.254613 20.498281 11.831818
H19 11.437356 20.804072 8.287760
H20 10.895566 20.744356 5.960746
H21 11.003115 18.533330 4.672554
H22 10.995354 16.472673 5.864477
H23 11.490708 16.515691 8.396403
H24 11.278721 12.530125 15.615843
H25 8.953982 11.490922 15.994297
H26 6.981144 12.450714 14.993839
H27 7.291417 14.355197 13.303202
H28 9.491030 15.388423 12.935421
N7 8.168011 17.681132 9.745068
C31 9.112999 17.293459 10.605283
N8 9.689107 16.090667 10.289648
C32 8.865234 15.633342 9.186587
C33 8.779928 14.357565 8.646819
C34 7.825933 14.187184 7.624191
C35 6.949072 15.154661 7.237389
C36 7.002377 16.458151 7.852318
C37 7.957859 16.632932 8.816593
H29 7.744988 18.590880 9.676021
H30 9.347733 17.895933 11.476920
H31 9.337655 13.469271 8.940972
H32 7.903064 13.225658 7.122277
H33 6.252880 15.077457 6.399666
H34 6.292539 17.270123 7.630775
S1 13.451884 11.381463 8.968128
P1 12.264100 11.408212 10.555552
S2 11.162049 12.935653 11.108628
C38 13.293260 10.997480 12.059591
C39 12.607988 10.506049 13.224635
C40 13.314136 9.833663 14.225894
C41 14.708897 10.011297 14.285665
C42 15.359329 10.648705 13.231539
C43 14.680002 11.144601 12.143652
C44 11.226168 9.949549 10.333149
C45 11.913384 8.841561 9.826651
C46 11.176511 7.722920 9.508305
C47 9.789831 7.722134 9.502663
C48 9.122250 8.899848 9.964345
C49 9.846245 9.964625 10.491003
H35 11.537457 10.685690 13.274933
H36 12.743373 9.251835 14.946549
H37 15.264479 9.645864 15.103383
H38 16.432338 10.765487 13.295952
H39 15.150118 11.621812 11.282669
H40 13.000680 8.951166 9.726271
H41 11.693880 6.804546 9.345534
H42 9.261364 6.904777 9.104936
H43 8.058969 8.985474 10.059097
H44 9.296523 10.788525 10.994365

Atomic forces in eV per Å
Mg 0.457 0.094 0.052
C 0.805 -1.262 0.541
C -4.692 0.828 -0.691
C 2.138 -0.359 0.681
C 0.488 1.199 -0.762
N 1.045 0.357 1.784
N -0.348 -1.364 -0.191
B 0.648 -0.166 1.211
N -0.598 -0.550 -2.095
N -0.219 1.167 0.602
C 2.586 0.516 3.035
C -1.318 0.206 -0.558
C -0.718 -0.516 -1.773
C 2.103 0.477 1.459
C -1.761 0.102 -2.610
C 1.760 0.331 1.385
C -0.012 -0.041 0.384
C -0.023 -0.328 -1.269
C -1.160 -0.017 -0.925
C 1.588 1.425 0.667
N -0.883 1.928 -2.746
N 0.983 0.527 2.365
C 0.434 0.155 1.524
C 0.759 -1.507 1.064
C -0.059 -1.753 -1.291
C -0.084 0.935 0.028
C -0.576 -0.352 -2.206
C 0.135 0.064 -0.604
C -0.431 0.250 0.355
C 0.014 -1.756 0.341
C 0.802 0.812 -1.252
C -0.253 0.095 0.029
C -0.020 0.170 -0.357
C -1.809 -0.221 -0.227
C 0.924 0.338 -0.103
C -0.557 -1.012 0.665
C -0.718 0.765 -0.949
C 1.101 -1.534 1.847
H 0.260 0.243 0.560
H -0.138 0.273 -0.451
H 0.574 0.339 -0.509
H -0.403 0.434 -0.677
H -1.031 -0.556 -1.093
H -0.826 0.338 1.218
H -0.041 -1.733 0.593
H 0.173 1.011 -1.303
H -0.966 0.516 0.131
H -2.248 -1.252 -0.307
H -0.131 0.238 0.032
H 0.279 0.183 1.337
H 0.849 -0.099 0.308
H 0.119 -0.600 -0.273
H 0.049 0.035 0.612
H 0.584 -0.526 -0.502
H -0.430 -0.201 -0.169
H -0.760 -0.231 0.423
H -0.011 -0.121 0.317
H 0.324 0.006 0.001
H -0.374 0.449 0.603
H -0.085 0.631 1.205
H 0.140 -0.246 -0.167
H -0.181 -0.053 -0.246
H 0.341 0.396 -0.064
H 1.265 0.767 -0.651
H -0.155 -0.065 0.270
H -0.116 0.267 -0.540
N -0.457 -0.793 -0.874
C 1.769 -1.967 -0.574
N -2.333 1.741 -0.086
C 1.077 -0.304 1.551
C -0.604 0.175 -0.893
C 1.422 -1.209 0.459
C -0.610 3.225 -0.150
C -0.657 -1.076 -0.727
C 0.446 0.387 0.898
H -0.011 -0.014 0.289
H 0.379 -0.078 -0.291
H 0.292 0.594 0.200
H -0.562 0.097 0.000
H 0.207 -0.462 0.356
H 0.332 -0.620 -0.102
S -0.017 0.420 0.370
P 2.340 -0.767 0.055
S -1.327 0.919 -0.068
C -0.767 0.043 1.659
C 0.828 -0.046 -1.457
C -0.010 1.129 -0.148
C -1.181 -0.140 -1.385
C 0.444 0.148 0.993
C -1.119 -0.140 -1.372
C 0.100 0.324 0.042
C -0.445 0.675 0.660
C 0.047 -0.441 0.183
C -0.106 2.828 0.745
C 0.833 -1.146 0.253
C -0.298 -0.070 -0.142
H -0.080 -0.653 -0.049
H 0.297 0.330 0.241
H 0.570 -0.548 0.756
H 0.096 0.087 -0.044
H 0.271 -0.270 0.241
H -0.554 -0.518 -0.019
H 0.296 -0.515 -0.607
H -0.676 -0.945 -0.177
H -0.520 -0.388 -0.268
H 0.692 -0.455 -0.584